1.
C17H39O2P3Re as an isolated structure. Source: the OMol25 dataset; level of theory: ωB97M-V/def2-TZVPD.

Results
- Net charge: +4
- HOMO-LUMO gap (alpha / beta): 5.842 / 5.072 eV
- E_HOMO (alpha / beta): -20.50 / -20.56 eV
- Energy above the lowest of the compared OMol25 structures with the same formula, charge and spin: 0.000 eV
- LUMO (alpha / beta): -14.6599 / -15.4860 eV
- Expectation value of S²: 3.793
- Multiplicity: 4

Each line ends with the Löwdin spin population.
Cartesian coordinates (Å):
H -1.539 -3.646 -2.164  0.001
C -3.219 -1.453 -1.129  0.031
H -2.921 -1.536 2.224  0.000
C -1.339 -1.083 -3.136  0.003
H -3.692 -0.501 -1.394  0.000
H -0.808 2.952 1.889  0.000
P -0.510 -1.539 1.868  0.096
H -3.799 2.145 1.131  0.000
H 0.249 0.823 -2.544  0.024
C 2.669 -8.530 -1.554  0.038
H -2.100 -2.828 3.140  0.006
H 1.401 -6.097 -3.615  -0.001
H 2.441 -0.487 -0.776  0.006
H 1.706 -2.496 1.875  0.000
H 0.953 -0.438 3.473  0.000
P -1.394 -1.385 -1.319  0.046
O 0.153 -6.936 0.593  0.183
H -3.585 -2.219 -1.824  0.003
C 1.815 -8.372 -0.463  0.104
H -3.038 3.086 -1.285  0.005
H 1.408 1.265 2.223  0.001
C 1.461 -0.531 -1.266  0.002
H 0.533 -3.537 2.741  0.002
H 1.355 -1.375 -1.954  0.009
C 2.540 -7.701 -2.680  0.289
H 2.190 1.510 0.872  0.000
P -1.696 1.598 0.071  0.073
C -2.140 -2.306 2.175  0.029
H -1.844 3.902 0.781  0.002
H -3.508 -1.732 -0.112  0.000
H 3.443 -9.300 -1.533  -0.001
H -2.821 1.057 2.163  0.000
H -0.342 -1.381 4.264  0.005
H -2.406 -3.028 1.393  0.000
C -0.116 -0.693 3.440  0.021
C 1.524 -6.736 -2.740  0.057
H -2.949 1.481 -2.061  0.000
H -1.718 -0.090 -3.400  0.000
O 1.414 1.074 1.271  0.022
C -3.154 1.256 1.135  0.013
H -0.171 -5.865 -1.665  0.002
H -0.169 3.480 0.304  0.000
H -0.714 0.222 3.553  0.001
H -1.555 2.588 -2.144  0.000
H 0.385 -7.520 1.335  0.000
H 0.099 -3.327 -1.563  0.000
C -2.377 2.237 -1.507  0.033
H -1.983 -1.832 -3.614  0.000
C 0.857 -7.337 -0.509  0.210
C 0.692 -2.915 1.851  0.003
H -3.729 0.393 0.777  0.000
C -0.966 -3.178 -1.353  0.011
C 0.837 0.759 -1.626  0.323
H 0.595 -3.532 0.951  0.001
H 1.412 1.668 -1.408  0.021
C -1.063 3.134 0.837  0.022
C 0.650 -6.582 -1.666  0.107
H -0.326 -1.198 -3.531  0.000
H 3.230 -7.817 -3.516  0.011
H -1.215 -3.693 -0.420  0.000
H 1.879 -8.996 0.428  0.002
Re -0.172 -0.118 0.063  1.188

Cartesian forces (eV/Å) of the 2 atoms listed first:
0.05 0.18 0.15
0.01 0.07 0.44

2.
One molecule with the formula C17H40BClNO3PSSi. Source: the OMol25 dataset; level of theory: ωB97M-V/def2-TZVPD.

Results
- Net charge: 0
- SMILES string: CCCCCCCCC[Si@@](CCCCS(=O)(=O)Cl)(B(N)O)P(CC)CC
- HOMO-LUMO gap: 8.174 eV
- E_HOMO: -7.79 eV
- LUMO: 0.3803 eV

Each line ends with the Löwdin charge.
Cartesian coordinates (Å):
C 0.301 -1.103 1.183  -0.282
C -4.937 -2.520 0.272  -0.174
H 3.239 -0.862 1.588  0.099
H -0.164 -1.212 2.168  0.079
C 3.593 -1.646 0.916  -0.213
C 1.636 -2.520 -0.520  -0.207
H 5.469 -2.074 -0.031  0.112
H 2.039 -3.534 -0.599  0.112
B 0.050 0.532 -1.585  -0.686
Cl -1.916 4.944 -0.239  0.404
S -3.810 4.170 -0.211  0.347
C 0.661 -2.501 0.664  -0.265
H -4.905 3.700 1.743  0.103
H 6.701 2.067 -0.795  0.065
H -4.668 -0.090 -1.184  0.066
C -2.487 1.366 2.043  -0.254
C -3.577 -2.026 0.799  -0.466
H -2.607 0.356 2.430  0.085
H -3.778 -1.320 1.604  0.047
C 5.379 0.062 0.322  -0.225
H 8.141 1.056 -0.800  0.067
O 0.706 1.744 -1.495  0.075
C 5.095 -1.388 0.730  -0.216
H -2.282 1.998 2.912  0.104
Si -0.878 -0.088 0.107  0.566
C -3.920 3.385 1.404  -0.253
H 5.342 0.179 -0.763  0.106
H -3.187 3.883 2.034  0.094
H -0.400 1.768 1.642  0.084
C -3.834 -0.788 -3.073  -0.167
C -3.694 -0.235 -1.642  -0.456
H -1.441 2.288 0.353  0.025
H 4.597 0.704 0.734  0.111
H -0.265 -2.970 0.322  0.076
H 6.637 1.062 1.782  0.102
H -4.850 -2.970 -0.715  0.061
H 1.089 -2.358 -1.450  0.092
H 1.038 -3.141 1.462  0.100
O -4.696 5.289 -0.221  -0.340
H -2.964 -1.385 -3.339  0.039
H 7.397 -0.289 0.939  0.099
C 2.838 -1.583 -0.419  -0.208
N 0.050 -0.171 -2.844  0.139
H -3.200 0.735 -1.711  0.039
C 6.743 0.575 0.814  -0.259
H 1.179 -0.476 1.340  0.061
H -0.347 0.353 -3.614  0.081
H -4.725 -1.403 -3.174  0.063
H -3.879 0.036 -3.786  0.066
H -5.625 -1.677 0.205  0.060
C 7.419 1.555 -0.155  -0.116
H -4.665 1.413 1.853  0.117
H 7.969 2.324 0.387  0.063
H -0.466 -1.040 -2.769  0.032
C -3.785 1.863 1.395  -0.224
P -2.593 -1.314 -0.598  0.872
H 3.543 -1.875 -1.203  0.112
H 3.431 -2.598 1.423  0.112
H 5.593 -1.576 1.682  0.107
H 2.565 -0.548 -0.636  0.098
H -3.027 -2.869 1.212  0.063
O -3.886 3.199 -1.253  -0.340
H 1.489 1.758 -2.052  0.093
H -3.784 1.518 0.361  0.068
H -5.391 -3.221 0.970  0.067
C -1.295 1.490 1.080  -0.279

Cartesian forces (eV/Å) of the 2 atoms listed first:
-0.42 -0.25 0.11
0.06 0.33 0.27

3.
A 10-piece molecular cluster, C17H40Cl2N6O21 overall. Source: the OMol25 dataset; level of theory: ωB97M-V/def2-TZVPD.

Results
- Net charge: 0
- SMILES string: C[N+](=O)[O-].C[N+](=O)[O-].C[N+](=O)[O-].C[N+](=O)[O-].C[N+](=O)[O-].C[N+](=O)[O-].COC(=O)OC.COC(=O)OC.COC(=O)OC.ClCCCl
- HOMO-LUMO gap: 9.998 eV
- E_HOMO: -10.73 eV
- LUMO: -0.7348 eV

Each line ends with the Löwdin charge.
Cartesian coordinates (Å):
O 0.216 -3.005 1.425  0.052
H -2.918 6.361 -0.890  0.085
H -1.377 -0.407 -0.341  0.066
H -1.176 -3.154 3.447  0.062
H 6.339 -2.874 -3.940  0.095
H -1.323 -0.820 1.336  0.074
O -5.076 -1.031 1.632  0.012
H 4.590 -2.881 -3.956  0.096
O 1.685 -4.032 2.589  0.077
H -2.119 1.054 5.879  0.100
O 0.739 0.290 -5.646  0.075
H 2.323 -0.840 1.243  0.065
O 5.513 -2.769 -2.112  0.001
O -2.490 5.864 2.504  0.066
O 4.137 4.726 -3.501  0.051
H 3.252 -3.587 0.804  0.064
N 1.037 0.015 -4.505  -0.435
H 4.278 1.855 -2.278  0.062
N 0.551 -3.668 2.381  -0.415
C 4.250 -3.275 1.092  -0.043
H 0.954 -0.987 0.122  0.040
H -6.869 -1.170 2.509  0.095
H 4.125 -2.446 1.785  0.088
Cl 2.979 -0.149 -0.862  0.645
O -0.896 6.367 1.169  0.053
H -1.352 3.691 2.829  0.088
H 1.270 -2.953 -1.584  0.076
C 4.745 -3.345 -1.192  -0.635
H 0.119 4.727 2.842  0.102
N -0.583 -3.458 -2.560  -0.437
H -0.786 -0.095 6.481  0.102
O 2.107 -0.488 -4.195  0.021
H 0.548 0.836 1.773  0.052
O -3.459 2.799 -2.019  0.041
O -1.281 -4.401 -2.820  0.091
O 3.950 -4.227 -1.434  0.102
O -3.222 -0.818 0.607  0.022
O -0.290 -0.970 4.197  0.060
H 0.843 1.280 -2.952  0.048
H -1.796 1.614 -1.617  0.032
C -3.277 3.917 -1.339  -0.615
C 3.777 2.813 -2.276  0.013
H -2.990 1.635 -0.359  0.093
C 0.851 -3.697 -2.251  0.048
H -0.996 -4.907 3.093  0.110
O -2.641 4.044 -0.334  0.121
C -3.807 -1.404 1.619  -0.633
H 2.694 2.760 -2.227  0.059
C -0.489 -3.995 3.383  0.049
H 4.770 -4.099 1.577  0.104
O -3.918 4.883 -1.981  0.017
H 5.422 -4.355 -3.508  0.096
H -1.695 -2.087 0.105  0.088
C -2.876 1.662 -1.445  -0.078
C 5.465 -3.271 -3.431  -0.044
C -5.992 -1.805 2.400  -0.031
C 0.182 0.541 -3.399  0.015
O -1.422 0.755 3.563  0.069
C -0.718 4.352 2.253  0.035
H 4.145 3.474 -1.500  0.097
N -1.451 5.618 1.939  -0.465
H -0.724 0.946 -3.828  0.100
H -5.599 -1.927 3.410  0.091
H 0.074 -0.244 -2.659  0.058
H 2.062 1.581 1.419  0.076
H 0.915 -4.666 -1.763  0.101
H -2.302 -0.681 5.928  0.107
O -3.277 -2.123 2.426  0.117
H -4.742 6.417 -0.879  0.100
H -3.285 0.713 -1.791  0.105
O 5.018 -2.812 -0.020  -0.002
C -1.578 0.124 5.771  0.054
C 1.764 -0.344 0.452  -0.604
C -3.839 6.196 -1.446  -0.027
O -0.954 -2.300 -2.525  0.032
C 1.272 0.979 0.973  -0.588
N -1.050 -0.046 4.397  -0.428
H -0.348 3.984 1.304  0.033
H -3.824 6.874 -2.301  0.095
N 4.019 3.511 -3.567  -0.454
Cl 0.532 2.020 -0.291  0.649
O 4.030 2.878 -4.595  0.076
H -6.247 -2.740 1.912  0.101
C -1.839 -1.054 0.402  -0.043
H -0.007 -4.017 4.356  0.100
H 1.359 -3.738 -3.211  0.109

Cartesian forces (eV/Å) of the 2 atoms listed first:
-0.14 -0.01 -0.46
-0.19 -0.18 0.27

The following max |F| values (in Eh/bohr) correspond, in order, to the records above: 0.0825, 0.0200, 0.0390.
The following energy values (in eV) correspond, in order, to the records above: -52310.3079, -67113.1694, -95244.1305.